1.
DFT (ωB97M-V with the def2-TZVPD basis set) results for a structure of composition C37H34NO10P2TeZr in a non-equilibrium geometry.

```
86
Properties=species:S:1:pos:R:3:forces:R:3
Te -0.93036 -1.50694 2.36995 -0.465 0.658 1.720
Zr 0.92977 -1.09534 0.09551 -1.290 1.558 0.766
P 2.26499 -3.09813 1.13119 0.944 -1.543 1.521
P 3.27298 -1.76508 -1.24388 2.027 -0.748 -0.755
O 1.07668 -3.17508 0.18920 0.457 -0.966 -0.117
O 1.90235 -1.17243 -1.61757 0.478 -0.243 -0.873
O 1.85667 -2.60920 2.46040 0.518 -0.158 -0.172
O 3.16779 -3.29893 -1.65906 0.081 0.115 -0.124
O 2.35020 0.78676 0.13663 0.399 -0.032 -0.191
O 4.50138 -1.10289 -1.63573 -0.077 0.131 0.108
O 3.16375 -4.38524 1.11376 -0.073 0.047 -0.039
O 3.17172 -1.88971 0.44707 -1.008 -0.071 -0.846
O -0.91330 -1.87840 -0.72489 -0.217 -0.479 -0.532
O -0.08763 0.47885 0.42306 -1.471 1.591 -0.796
N -3.07947 0.24169 0.16926 -0.032 -0.142 -0.181
C -4.46779 -3.77364 0.36407 -0.060 0.040 0.018
C 2.62330 0.49936 3.97284 0.041 0.067 -0.201
C -3.56986 -0.80678 -3.91421 -0.057 -0.004 0.006
C 1.63740 -0.00016 3.14029 -0.307 -0.131 0.014
C -1.24719 0.29627 -2.87843 -0.214 0.066 -0.008
C 2.44335 0.47623 5.34897 -0.052 0.032 0.035
C 0.48117 -0.56135 3.67384 -0.124 -0.270 0.064
C -2.40179 -0.82998 -4.66086 0.027 -0.113 -0.028
C -1.55057 2.06063 -0.57200 0.634 -0.671 0.709
C -3.30825 -3.11271 0.00709 0.031 0.049 -0.070
C -0.25462 1.66688 -0.15093 -0.226 1.103 -0.148
C -0.26532 -3.58539 -2.26619 0.058 0.194 0.093
C -2.06494 0.37756 2.50943 0.026 -0.092 -0.572
C -2.81853 -4.83712 -1.60491 0.140 0.034 -0.011
C 0.55903 3.86913 -0.71901 0.118 -0.157 0.036
C 2.16418 1.99653 -0.07283 -0.179 0.252 0.203
C -1.20491 -2.96161 -1.28531 0.071 -0.008 -0.292
C -3.98797 -5.48290 -1.25650 -0.082 -0.128 -0.094
C -3.57605 -0.24613 -2.64539 -0.019 -0.074 0.017
C 0.31238 -0.59778 5.05048 -0.153 -0.022 -0.153
C 3.27614 2.97340 0.04430 0.125 0.103 0.072
C -2.45593 0.87945 -0.72786 -0.036 0.027 -0.125
C -0.72439 4.29615 -0.97937 -0.064 0.141 -0.032
C -1.23766 -0.28938 -4.13393 0.088 0.027 0.045
C -3.21271 0.70733 1.53895 0.132 -0.083 0.047
C -2.46045 -3.64064 -0.97278 -0.178 0.140 0.181
C 4.66236 4.70289 -0.87607 0.043 0.020 -0.066
C -4.81589 -4.95791 -0.27208 0.136 0.063 0.007
C 5.06397 5.06251 0.40255 0.008 -0.047 0.016
C 0.82979 2.54301 -0.33235 -0.342 -0.595 0.103
C 3.70806 3.30589 1.32516 -0.065 -0.061 -0.082
C -2.41966 0.31735 -2.11675 -0.081 -0.112 0.030
C 1.28130 -0.05482 5.88434 0.040 0.017 0.051
C -1.77130 3.36045 -0.96129 0.189 -0.006 -0.015
C -1.00440 5.73102 -1.33276 0.036 -0.077 -0.142
C 3.76138 3.66671 -1.05999 -0.045 -0.141 0.035
C 4.59535 4.35570 1.50001 0.037 -0.028 0.062
H 0.09551 -4.53158 -1.85856 -0.043 -0.009 -0.030
H -2.39816 -1.27322 -5.64821 0.003 0.023 -0.010
H 0.58754 -2.93555 -2.42535 -0.031 -0.034 -0.126
H 4.91356 4.62376 2.49847 0.014 0.016 -0.003
H 5.74385 5.89132 0.54540 0.022 -0.010 -0.017
H 1.13071 -0.06767 6.95560 0.033 -0.040 0.008
H -0.32298 0.72328 -2.51091 -0.002 0.096 0.088
H -1.27986 1.12416 2.41262 0.065 -0.100 0.085
H -2.76382 3.67599 -1.26162 -0.025 -0.052 -0.040
H -0.18488 6.37528 -1.02078 -0.031 0.037 0.039
H -0.56234 -1.07306 5.47627 -0.019 0.052 0.026
H -5.10578 -3.35902 1.13290 -0.025 0.006 -0.022
H -2.46015 0.41145 3.52269 0.121 -0.091 0.054
H -4.12999 0.24381 1.90508 0.001 0.143 0.079
H -4.26026 -6.40210 -1.75669 0.004 -0.011 0.004
H -2.18433 -5.26639 -2.36820 -0.017 -0.012 0.014
H 3.31626 2.76438 2.17753 0.010 0.040 0.022
H -0.31153 -0.31068 -4.69432 -0.042 -0.015 -0.062
H 1.37801 4.56724 -0.81949 0.030 0.035 0.072
H 3.21631 0.86048 6.00049 -0.006 0.025 0.010
H 3.43891 3.38636 -2.05498 -0.014 0.056 -0.024
H 4.03599 -3.67295 -1.87292 -0.084 0.085 0.011
H -0.77191 -3.78156 -3.20937 -0.046 0.011 -0.030
H -5.72962 -5.47144 -0.00490 -0.002 -0.008 0.011
H -3.33376 1.79746 1.57056 -0.076 -0.026 0.054
H 3.54123 0.88403 3.54597 0.002 -0.001 0.016
H -4.48154 -1.22089 -4.32461 -0.006 -0.008 0.014
H -4.48055 -0.24030 -2.05146 0.001 0.014 0.014
H -3.07110 -2.15741 0.44837 0.020 0.101 -0.002
H -1.92411 6.07139 -0.85910 0.019 0.063 0.007
H 1.79738 -0.00062 2.06049 0.193 0.293 0.597
H 3.41463 -4.65672 2.01138 -0.009 0.022 -0.150
H 5.04147 5.23861 -1.73573 0.017 0.003 -0.002
H -1.12115 5.84602 -2.41205 -0.046 0.024 -0.001
```
Positions in Å, forces in eV/Å.

Output
Calculated total energy, hartree: -3235.4822
Energy relative to the best compared isomer or geometry (same formula, charge and spin), eV: 3.471
Gap between HOMO and LUMO, eV: 7.515
Charge: +1
E_LUMO, eV: -3.45
Multiplicity: 1
HOMO level, hartree: -0.4030

=====

2.
DFT (ωB97M-V with the def2-TZVPD basis set) results for a structure of composition C37H34NO4S in a non-equilibrium geometry.

```
77
Properties=species:S:1:pos:R:3:forces:R:3
S 0.49374 -2.50049 -0.98442 -1.534 -0.474 0.221
O 0.10552 -2.42937 0.39507 0.695 0.410 -0.894
O -0.25970 -3.31482 -1.90239 1.074 0.782 0.329
O -2.99959 -1.64865 5.72566 0.576 0.158 -0.072
O -3.04877 -1.37796 -0.95797 -1.125 -0.544 0.135
N 0.09813 -0.58661 -1.62236 1.470 -1.766 -0.238
C -4.55183 2.44158 -1.26171 0.465 0.299 -0.386
C 4.52747 -2.19423 -0.52317 -0.461 -0.166 0.096
C -4.07314 -2.41689 -1.12219 0.707 -0.067 0.016
C -1.30837 0.85533 -0.04775 2.486 -5.134 -3.099
C 0.97796 2.79871 0.63222 0.199 -0.657 0.167
C 1.57692 3.34179 -2.76659 0.272 0.472 -0.409
C -2.28913 -2.09763 6.89702 -0.193 -0.199 -0.012
C 1.37343 1.87112 2.80496 0.666 -0.204 -0.382
C 0.79470 -0.33824 -2.94155 0.205 -0.034 0.084
C 0.63668 3.87945 -3.66214 0.025 -0.757 0.345
C -0.58912 0.12028 -0.87069 0.195 0.660 0.124
C 4.13662 -3.66736 -2.39304 -0.511 0.076 0.389
C -0.65846 1.10320 1.39867 -2.641 2.866 -1.570
C 0.84454 1.10125 -3.29022 0.447 0.799 -0.596
C 6.52441 -3.16467 -1.73206 0.074 0.108 0.157
C -3.13601 -0.57500 3.63911 0.272 0.160 0.833
C 2.96290 3.42961 1.84102 0.026 -0.226 -0.526
C -0.92171 -1.03366 4.53646 -0.653 -0.013 0.488
C -0.11598 2.98863 -4.44845 0.464 0.813 -0.186
C 2.12199 3.56196 0.71578 0.288 0.352 0.620
C -4.93543 0.08676 -1.20293 0.687 -0.113 -0.001
C 0.04434 1.61374 -4.31286 -0.579 0.112 0.567
C 3.15099 -2.05273 -0.33107 0.064 0.140 -0.190
C 5.03295 -3.02093 -1.53442 0.063 0.176 -0.167
C 2.61591 2.52465 2.85959 0.125 1.195 -0.697
C -5.42412 1.37905 -1.26190 0.072 -0.414 0.220
C 1.72324 1.96526 -2.63479 -0.188 -0.180 0.672
C -3.18969 2.22051 -1.06391 0.079 0.348 0.888
C 0.60589 1.86962 1.61615 0.617 0.800 -0.143
C -2.68310 0.97799 -0.65994 -1.703 -0.142 -0.252
C 2.75518 -3.52379 -2.21795 0.290 0.108 -0.349
C 2.26595 -2.70744 -1.19555 0.040 0.313 0.058
C -2.33211 -1.09337 4.67219 0.754 -0.111 -0.153
C -0.36573 -0.41932 3.41324 -0.595 -0.054 -0.446
C -1.18653 0.27887 2.50529 -0.417 -0.606 -0.096
C -3.56224 -0.12595 -0.95886 0.099 0.212 0.633
C -2.57244 0.17648 2.62715 -0.090 -0.580 0.513
H -3.23509 0.65973 1.91871 0.080 0.079 0.002
H 2.32957 4.29529 -0.07425 0.037 -0.333 0.510
H -6.48614 1.51946 -1.28528 -0.357 0.195 -0.298
H 3.87303 4.04741 1.87879 -0.420 -0.520 0.151
H -3.53104 -3.35395 -1.07677 0.124 -0.026 -0.057
H -0.79009 3.40979 -5.19722 0.159 -0.303 0.186
H -4.91923 3.44242 -1.44540 0.110 0.011 0.035
H -0.26090 -1.39414 5.34080 -0.428 -0.063 -0.605
H 0.50675 4.96505 -3.72851 0.027 -0.514 -0.102
H 6.84370 -4.21771 -1.63272 -0.171 0.458 -0.057
H 0.31866 2.88674 -0.21053 -0.041 0.166 -0.474
H 0.70154 -0.52422 3.22575 -0.320 0.194 0.201
H -4.58157 -2.33345 -2.10141 0.357 0.018 0.492
H 2.23504 4.01206 -2.19904 -0.327 -0.334 -0.330
H -5.60172 -0.76697 -1.35739 0.284 0.663 0.213
H 5.22322 -1.66462 0.12785 -0.251 -0.145 -0.102
H 2.07378 -4.02073 -2.89011 -0.127 -0.061 -0.046
H 6.81381 -2.81190 -2.73677 -0.087 -0.168 0.389
H 1.08845 1.38929 3.72416 -0.226 -0.347 -0.252
H -3.11594 -2.43095 7.55544 0.705 0.090 -0.277
H -2.51228 3.06407 -1.13632 0.018 0.085 0.311
H 7.05803 -2.56111 -0.97834 -0.120 -0.320 -0.392
H -4.20507 -0.66117 3.76022 -0.117 0.002 -0.095
H 2.76461 -1.42300 0.45951 0.031 0.028 0.056
H -1.74359 -1.26531 7.41265 -0.304 -0.666 -0.620
H 3.32935 2.40760 3.69543 -0.866 0.049 -0.303
H 2.48369 1.53529 -1.96207 -0.477 0.368 -0.178
H 0.22796 -0.88241 -3.69746 -0.127 -0.145 0.203
H -1.45212 1.89242 0.92262 0.923 1.197 4.134
H 1.80186 -0.77985 -2.90716 -0.346 0.082 0.346
H -4.80735 -2.40434 -0.30018 0.337 0.196 -0.287
H -0.51103 0.93054 -4.94994 -0.106 0.111 0.145
H 4.52941 -4.28702 -3.19894 -0.228 0.089 0.196
H -1.61556 -2.97104 6.66517 -0.556 0.948 0.210
```
Positions in Å, forces in eV/Å.

Output
Calculated total energy, hartree: -2183.7663
Energy relative to the best compared isomer or geometry (same formula, charge and spin), eV: 2.371
Gap between HOMO and LUMO, eV: 5.865
Charge: +1
E_LUMO, eV: -4.16
Multiplicity: 1
HOMO level, hartree: -0.3685